# 1
75
Properties=species:S:1:pos:R:3 method="wB97M-V/def2-TZVPD" fmax_ha_per_bohr=0.1790 smiles="C[C@H]1COC(=O)O1.C[C@H]1COC(=O)O1.C[C@H]1COC(=O)O1.COC(=O)OC.COC(=O)OC.CCCC#N" total_energy_ev=-55611.62917 homo_lumo_gap_ev=10.22 relative_energy_kcal_mol=93.05
C 4.516 -4.288 2.256
C 3.622 -3.175 1.787
C 3.603 -3.060 0.230
O 2.378 -3.658 -0.185
C 1.641 -3.825 0.862
O 0.468 -4.203 0.802
O 2.264 -3.521 2.027
H 4.375 -4.430 3.315
H 5.600 -4.035 2.109
H 4.274 -5.266 1.855
H 3.818 -2.239 2.284
H 4.488 -3.467 -0.333
H 3.429 -1.990 -0.115
C -3.089 1.525 0.699
C -2.810 2.885 1.216
C -3.904 3.514 2.082
O -3.251 3.913 3.218
C -2.054 3.578 3.258
O -1.329 3.728 4.192
O -1.738 2.977 2.137
H -2.510 0.846 1.212
H -2.785 1.426 -0.370
H -4.143 1.169 0.813
H -2.599 3.599 0.386
H -4.743 2.872 2.466
H -4.293 4.399 1.595
C 1.190 0.892 0.608
C 1.238 0.322 1.974
C 0.528 1.088 3.130
O -0.736 0.482 3.100
C -0.696 -0.710 2.420
O -1.645 -1.489 2.401
O 0.482 -0.892 1.911
H 1.605 0.232 -0.151
H 1.940 1.739 0.538
H 0.206 1.245 0.330
H 2.226 0.242 2.284
H 0.599 2.183 3.001
H 0.911 0.904 4.074
C 6.353 4.519 -2.100
O 4.905 4.432 -1.904
C 4.200 3.416 -2.381
O 4.778 2.339 -3.120
O 2.905 3.395 -2.126
C 2.065 2.338 -2.592
H 6.554 4.708 -3.193
H 6.895 3.590 -1.929
H 6.710 5.283 -1.477
H 2.115 2.269 -3.694
H 1.096 2.470 -2.159
H 2.475 1.330 -2.318
C -5.366 0.073 -1.767
O -5.110 -1.321 -1.952
C -4.561 -1.940 -0.920
O -4.401 -1.286 0.412
O -4.183 -3.190 -1.177
C -3.384 -3.888 -0.185
H -6.072 0.273 -0.930
H -5.925 0.552 -2.548
H -4.487 0.660 -1.599
H -2.837 -4.722 -0.585
H -3.887 -4.345 0.672
H -2.615 -3.207 0.074
C -2.044 -0.729 -3.091
C -1.396 -0.610 -1.680
C -0.382 -1.774 -1.531
C 0.995 -1.473 -2.059
N 2.092 -1.221 -2.451
H -2.507 -1.685 -3.328
H -1.277 -0.601 -3.849
H -2.802 -0.003 -3.139
H -2.026 -0.799 -0.903
H -0.991 0.333 -1.463
H -0.743 -2.714 -1.972
H -0.246 -1.990 -0.438

---

# 2
67
Properties=species:S:1:pos:R:3 method="wB97M-V/def2-TZVPD" fmax_ha_per_bohr=0.0294 total_energy_ev=-213231.47831 homo_lumo_gap_ev=4.55 total_charge=+3
Ir 0.952 0.508 -1.109
C 2.730 -2.825 -0.345
As 1.067 -1.952 -0.825
C 0.621 -2.884 -2.460
C -0.114 -2.708 0.528
C -1.500 -2.074 0.739
C -2.212 -1.840 -0.592
C -1.319 -0.772 1.521
As -0.649 0.796 0.596
C 0.034 1.897 2.020
C -2.207 1.718 -0.076
C -2.309 -3.067 1.602
As -4.094 -2.744 2.465
C -5.016 -1.460 1.297
C -3.608 -1.519 3.924
H 2.532 -3.896 -0.388
H 3.037 -2.576 0.668
H 3.525 -2.585 -1.049
H 0.562 -3.946 -2.222
H 1.409 -2.735 -3.198
H -0.332 -2.549 -2.856
H 0.458 -2.674 1.459
H -0.210 -3.762 0.256
H -1.649 -1.173 -1.256
H -3.195 -1.400 -0.440
H -2.355 -2.786 -1.118
H -0.650 -0.917 2.373
H -2.279 -0.427 1.914
H -0.770 1.997 2.750
H 0.317 2.886 1.662
H 0.894 1.417 2.482
H -2.922 1.742 0.747
H -2.636 1.189 -0.924
H -1.982 2.745 -0.359
H -1.702 -3.369 2.462
H -2.462 -3.968 1.004
H -5.230 -1.917 0.332
H -4.509 -0.503 1.153
H -5.970 -1.261 1.785
H -2.790 -1.949 4.501
H -4.480 -1.465 4.576
H -3.354 -0.499 3.632
N 0.821 2.619 -1.503
C 1.942 3.309 -0.865
C 2.118 4.662 -0.929
C 3.229 5.257 -0.300
C 4.127 4.487 0.382
C 3.946 3.087 0.486
C 4.831 2.250 1.198
C 4.580 0.905 1.268
C 3.445 0.390 0.644
N 2.587 1.131 -0.049
C 2.829 2.494 -0.139
H -0.043 3.075 -1.217
H 0.852 2.722 -2.518
H 1.417 5.284 -1.475
H 3.368 6.327 -0.372
H 4.989 4.938 0.858
H 5.699 2.678 1.684
H 5.235 0.235 1.806
H 3.226 -0.661 0.702
C -0.979 -0.430 -5.262
C -0.475 -0.090 -3.947
N -0.062 0.181 -2.911
H -1.710 0.316 -5.576
H -1.452 -1.412 -5.224
H -0.150 -0.450 -5.972

---

# 3
91
Properties=species:S:1:pos:R:3 method="wB97M-V/def2-TZVPD" fmax_ha_per_bohr=0.1824 total_energy_ev=-207823.58511 homo_lumo_gap_ev=1.76 total_charge=+1 relative_energy_kcal_mol=0.00
C 1.388 -1.048 2.105
C 1.628 0.012 0.906
C 0.269 0.624 0.375
C -0.078 0.247 -1.100
O 0.394 -1.084 -1.343
C -0.511 -2.106 -1.499
C -1.669 -2.271 -0.473
O -1.824 -3.693 -0.245
C -1.721 -4.016 1.054
F -2.704 -3.508 1.783
F -0.508 -3.637 1.545
F -1.772 -5.318 1.208
O -1.141 -2.185 -2.797
C -0.153 -2.530 -3.686
O -0.242 -2.458 -4.823
O 0.963 -2.998 -2.976
C 0.444 -3.301 -1.609
C 1.694 -3.121 -0.717
C 2.293 -4.357 -0.059
O 3.006 -4.149 0.887
Br 1.979 -6.144 -0.705
H 1.284 -0.453 3.024
H 2.269 -1.745 2.164
H 0.498 -1.668 1.911
H 2.255 -0.474 0.123
H 2.241 0.835 1.318
H -0.535 0.196 1.003
H 0.298 1.720 0.488
H -1.132 0.439 -1.361
H 0.523 0.901 -1.762
H -2.605 -1.946 -0.960
H -1.519 -1.726 0.469
H 0.038 -4.309 -1.787
H 2.511 -2.736 -1.365
H 1.525 -2.402 0.100
F 0.963 -8.042 -1.847
Na 2.695 -3.131 -4.069
O -2.482 1.410 4.661
S -1.512 1.983 3.719
O -2.144 2.124 2.394
O -0.347 1.105 3.608
O -1.086 3.304 4.207
C -3.478 5.473 5.252
O -3.843 6.553 4.382
P -4.342 6.049 2.836
O -2.939 5.639 2.468
O -4.633 7.595 2.393
C -4.767 8.677 3.321
O -4.929 5.534 1.319
C -6.249 5.880 0.950
H -3.199 5.887 6.220
H -4.328 4.804 5.384
H -2.628 4.920 4.842
H -3.784 8.978 3.681
H -5.407 8.408 4.159
H -5.219 9.516 2.798
H -6.314 6.933 0.671
H -6.958 5.659 1.754
H -6.504 5.292 0.068
Li 3.108 -2.505 1.030
C 1.171 6.295 -1.118
C -0.017 5.420 -0.806
O -0.164 4.313 -1.320
N -0.932 5.893 0.071
C -0.932 7.161 0.780
H 1.814 5.787 -1.832
H 0.840 7.236 -1.558
H 1.744 6.489 -0.211
H -1.702 5.260 0.238
H -0.938 6.949 1.848
H -1.840 7.706 0.516
H -0.066 7.770 0.538
Mg -7.077 3.834 -0.270
C 3.309 -10.217 -1.652
Cl 5.000 -10.021 -1.140
Cl 3.225 -11.073 -3.194
Cl 2.383 -11.069 -0.418
H 2.874 -9.226 -1.789
O 0.152 7.307 4.566
H 0.542 6.427 4.609
H -0.770 7.142 4.337
N 6.038 -9.195 -4.952
C 5.371 -8.106 -5.438
C 5.890 -7.809 -6.672
C 6.907 -8.760 -6.942
C 6.972 -9.603 -5.863
H 5.865 -9.630 -4.060
H 4.587 -7.639 -4.865
H 5.574 -6.999 -7.311
H 7.520 -8.821 -7.826
H 7.600 -10.455 -5.665

---

# 4
79
Properties=species:S:1:pos:R:3 method="wB97M-V/def2-TZVPD" fmax_ha_per_bohr=0.1122 total_energy_ev=-150496.40519 homo_lumo_gap_ev=5.66 total_charge=+1 relative_energy_kcal_mol=0.00
Hf 1.847 0.084 1.023
Cl 6.006 -0.143 -1.580
C 5.398 1.430 -1.299
C 6.463 2.419 -1.368
C 6.208 3.773 -1.172
C 4.859 4.205 -1.085
C 3.864 3.254 -0.996
Cl 2.264 3.844 -0.971
C 4.108 1.862 -1.092
S 2.712 0.743 -1.174
H 7.408 1.984 -1.661
H 7.011 4.454 -1.058
H 4.585 5.265 -1.080
S 3.951 0.517 2.328
S 2.128 0.931 3.269
S -0.642 -0.491 1.770
S -0.644 0.434 -0.027
C -0.996 1.556 -3.583
Si -2.370 2.490 -2.706
C -3.166 3.642 -3.946
C -3.461 1.515 -1.534
C -1.416 3.601 -1.530
Te -0.546 2.860 0.366
C -2.484 3.386 1.342
Si -2.396 4.658 2.705
C -4.194 4.956 3.337
C -1.418 3.855 4.192
C -1.521 6.155 2.028
H -0.003 1.693 -3.124
H -0.917 1.888 -4.649
H -1.113 0.485 -3.600
H -3.501 3.129 -4.846
H -2.420 4.406 -4.200
H -4.077 4.050 -3.487
H -3.792 0.600 -2.024
H -4.317 2.123 -1.310
H -2.929 1.258 -0.629
H -1.933 4.517 -1.151
H -0.462 3.982 -1.977
H -2.832 2.447 1.740
H -3.135 3.714 0.534
H -4.565 4.121 3.944
H -4.812 5.066 2.428
H -4.294 5.883 3.944
H -1.395 2.751 4.167
H -2.003 4.025 5.079
H -0.459 4.270 4.317
H -2.225 6.717 1.414
H -0.628 5.891 1.490
H -1.321 6.789 2.885
C -3.469 -7.135 0.076
C -2.182 -7.755 0.608
S -0.743 -7.164 -0.403
O 0.290 -8.246 -0.337
O -1.227 -6.666 -1.694
C -0.221 -5.737 0.450
C 1.131 -5.409 -0.159
N 1.793 -4.173 0.267
C 1.613 -2.945 -0.246
N 2.346 -2.051 0.465
C 3.165 -2.740 1.343
C 2.894 -4.092 1.141
N 3.444 -5.207 1.661
O 2.871 -6.354 1.505
O 4.495 -5.061 2.303
C 0.898 -2.644 -1.448
H -4.015 -7.919 -0.519
H -3.278 -6.253 -0.585
H -4.130 -6.811 0.842
H -2.137 -8.850 0.460
H -1.968 -7.501 1.674
H -0.134 -6.014 1.497
H -0.920 -4.924 0.327
H 0.997 -5.461 -1.256
H 1.854 -6.181 0.049
H 3.963 -2.213 1.832
H 0.996 -3.401 -2.231
H 1.403 -1.750 -1.823
H -0.156 -2.388 -1.245

---

# 5
73
Properties=species:S:1:pos:R:3 method="wB97M-V/def2-TZVPD" fmax_ha_per_bohr=0.0201 total_energy_ev=-340826.59873 homo_lumo_gap_ev="5.23 / 5.13" multiplicity=2 total_charge=-2 relative_energy_kcal_mol=33.03 s2=1.221
Ru 0.359 0.292 -0.137
Se 3.659 1.397 -3.745
Sb 2.983 2.143 -1.572
Se 2.798 0.238 0.083
Se 0.596 2.564 -1.040
Se 4.331 3.910 -0.603
S -2.288 0.553 -0.933
C -2.938 -0.915 -0.416
N -3.350 -1.093 0.852
C -3.646 -2.402 1.412
C -4.348 -3.226 0.345
C -3.457 -3.287 -0.883
N -3.082 -1.936 -1.273
H -3.102 -0.336 1.468
H -4.281 -2.264 2.288
H -2.724 -2.901 1.728
H -5.302 -2.753 0.095
H -4.546 -4.235 0.710
H -3.967 -3.760 -1.723
H -2.558 -3.870 -0.666
H -2.600 -1.801 -2.150
C 3.404 1.446 3.887
C 2.160 2.289 4.179
C 2.405 3.680 3.581
C 1.979 2.428 5.685
Sb 0.532 1.403 2.960
C -1.254 2.634 3.422
C -1.019 3.966 2.703
C -1.576 2.887 4.889
C -2.452 1.968 2.741
C 0.139 -0.526 3.985
C 1.188 -1.494 3.421
C 0.212 -0.545 5.508
C -1.224 -1.050 3.541
H 4.281 1.943 4.321
H 3.579 1.327 2.815
H 3.338 0.453 4.335
H 3.363 4.065 3.952
H 1.633 4.392 3.881
H 2.465 3.665 2.489
H 2.821 3.010 6.084
H 1.981 1.468 6.197
H 1.062 2.954 5.954
H -0.198 4.537 3.134
H -1.926 4.582 2.776
H -0.800 3.816 1.642
H -0.828 3.526 5.362
H -1.650 1.963 5.466
H -2.543 3.405 4.973
H -2.209 1.609 1.735
H -3.260 2.703 2.633
H -2.845 1.137 3.331
H 2.211 -1.152 3.576
H 1.047 -1.654 2.351
H 1.081 -2.466 3.921
H 1.241 -0.459 5.858
H -0.167 -1.511 5.873
H -0.376 0.243 5.982
H -1.361 -0.928 2.463
H -1.274 -2.128 3.746
H -2.046 -0.572 4.082
Cl 0.469 -0.888 -2.908
C 0.173 -2.464 -2.241
C 0.122 -3.550 -3.082
C -0.065 -4.843 -2.586
C -0.184 -5.009 -1.210
C -0.154 -3.918 -0.371
Cl -0.357 -4.184 1.350
C 0.011 -2.560 -0.810
N -0.013 -1.531 -0.006
H 0.262 -3.382 -4.143
H -0.084 -5.695 -3.251
H -0.312 -5.995 -0.780

---

# 6
72
Properties=species:S:1:pos:R:3 method="wB97M-V/def2-TZVPD" fmax_ha_per_bohr=0.0448 total_energy_ev=-52098.59898 homo_lumo_gap_ev="5.70 / 5.70" total_charge=+4 relative_energy_kcal_mol=0.00
Mo -0.092 -0.047 0.130
C -1.967 -3.761 -2.930
N -2.494 -3.048 -1.764
C -3.810 -3.494 -1.260
C -4.115 -2.522 -0.118
N -2.832 -1.815 0.030
C -2.799 -0.630 0.847
C -1.984 -2.126 -0.973
N -0.751 -1.524 -1.014
C 0.271 -1.976 -1.985
C 1.652 -1.689 -1.416
N 1.639 -0.361 -0.763
C 2.814 0.333 -0.596
N 2.792 1.546 -0.019
C 1.656 2.221 0.548
C 4.106 2.201 -0.077
C 4.989 1.087 -0.651
N 4.043 -0.013 -0.937
C 4.617 -1.252 -1.466
H -2.814 -4.170 -3.475
H -1.340 -4.605 -2.637
H -1.429 -3.108 -3.611
H -3.731 -4.528 -0.923
H -4.547 -3.450 -2.059
H -4.381 -3.028 0.808
H -4.912 -1.821 -0.373
H -3.297 -0.842 1.793
H -3.315 0.210 0.377
H -1.757 -0.329 1.096
H 0.140 -1.440 -2.930
H 0.198 -3.042 -2.182
H 2.378 -1.742 -2.223
H 1.896 -2.448 -0.667
H 1.151 2.877 -0.164
H 1.986 2.830 1.390
H 0.932 1.487 0.964
H 4.421 2.524 0.915
H 4.067 3.073 -0.730
H 5.747 0.740 0.051
H 5.491 1.384 -1.571
H 5.670 -1.268 -1.192
H 4.571 -1.289 -2.555
H 4.155 -2.137 -1.040
N -3.519 5.297 -3.416
C -2.880 5.190 -2.248
O -2.627 6.084 -1.475
C -2.353 3.822 -1.827
C -2.300 3.586 -0.448
C -1.694 2.451 0.019
N -1.114 1.531 -0.802
C -1.167 1.764 -2.135
C -1.775 2.877 -2.675
H -3.857 6.212 -3.683
H -3.772 4.523 -4.006
H -2.705 4.319 0.238
H -1.636 2.270 1.087
H -0.686 1.036 -2.777
H -1.756 3.015 -3.748
O 0.463 -0.639 1.960
S 0.241 -1.612 3.214
C -0.279 -0.484 4.553
C 0.764 -0.641 5.658
C 2.113 -0.762 4.955
C 1.924 -1.820 3.873
H -1.291 -0.742 4.864
H -0.267 0.514 4.111
H 0.560 -1.534 6.251
H 0.723 0.212 6.334
H 2.898 -1.070 5.645
H 2.409 0.193 4.517
H 1.950 -2.834 4.280
H 2.617 -1.760 3.034